Below is 2 unconnected molecules or ions with the total composition C8H12F2IN2, with properties calculated with wB97M-V/def2-TZVPD.

Results
Net charge ... +1
E_LUMO (alpha / beta) ... -0.1654 / -0.1491 Eh
HOMO (alpha / beta) ... -11.76 / -11.62 eV
ΔE to the lowest compared entry with this formula, charge and spin ... 64.1 kcal per mole
Frontier orbital gap (alpha / beta) ... 0.2669 / 0.2781 hartree

Geometry (Å):
C (0.405, -3.356, -0.105)
C (0.545, -2.222, -0.465)
C (0.146, 0.155, -0.696)
C (0.570, 1.924, 0.861)
C (2.357, 1.596, -0.873)
C (-2.012, -0.890, -0.774)
C (0.829, 1.495, -0.652)
C (-2.170, -1.104, 1.842)
N (0.932, -0.940, -0.534)
N (-1.158, 0.100, -0.879)
F (-1.823, -2.370, 1.950)
F (-1.062, -0.301, 2.116)
I (-4.058, -0.541, 2.596)
H (0.237, -4.423, -0.026)
H (0.406, 3.027, 1.010)
H (1.659, 1.754, 1.305)
H (-0.151, 1.360, 1.418)
H (2.621, 2.628, -1.058)
H (2.950, 1.339, -0.063)
H (2.721, 1.033, -1.767)
H (-3.005, -0.669, -1.017)
H (-1.595, -1.960, -0.859)
H (0.259, 2.120, -1.401)
H (1.995, -0.679, -0.649)
H (-1.597, 0.925, -1.283)

---

Below is a single C8H12F3IO3 molecule, with properties calculated with wB97M-V/def2-TZVPD.

Results
Net charge ... 0
E_LUMO ... 0.0128 Eh
HOMO ... -9.64 eV
Frontier orbital gap ... 0.3670 hartree

Geometry (Å):
C (3.343, 1.061, 0.034)
C (2.223, 0.093, -0.334)
C (1.233, -0.325, 0.768)
I (1.035, 1.099, 2.367)
C (-0.108, -0.813, 0.165)
C (-1.429, -0.419, 0.823)
C (-2.074, 0.953, 0.534)
O (-3.483, 0.846, 0.544)
C (-1.637, 1.606, -0.768)
F (-1.875, 0.787, -1.822)
F (-0.326, 1.890, -0.774)
F (-2.296, 2.740, -1.000)
O (-0.021, -2.268, 0.248)
C (-0.613, -2.956, -0.759)
O (-0.335, -2.825, -1.907)
H (4.008, 1.167, -0.827)
H (3.949, 0.680, 0.859)
H (2.963, 2.053, 0.280)
H (1.670, 0.498, -1.185)
H (2.691, -0.838, -0.676)
H (1.647, -1.196, 1.272)
H (-0.102, -0.569, -0.899)
H (-2.174, -1.156, 0.509)
H (-1.332, -0.531, 1.904)
H (-1.823, 1.657, 1.330)
H (-3.781, 0.449, -0.286)
H (-1.355, -3.683, -0.401)

---

Below is a molecular structure, C8H12F6NO10RbS2, with properties calculated with wB97M-V/def2-TZVPD.

Results
Net charge ... 0
E_LUMO ... -0.0164 Eh
HOMO ... -9.62 eV
Frontier orbital gap ... 0.3372 hartree

Geometry (Å):
Rb (-0.190, 0.598, -0.206)
C (3.273, -0.596, 0.248)
F (4.347, -1.225, 0.725)
F (2.197, -1.382, 0.495)
F (3.087, 0.547, 0.926)
S (3.613, -0.247, -1.546)
O (4.695, 0.675, -1.416)
O (3.851, -1.495, -2.177)
N (2.187, 0.466, -1.930)
S (2.306, 1.154, -3.365)
O (2.427, 2.575, -3.298)
O (3.144, 0.451, -4.277)
C (0.603, 0.862, -4.036)
F (-0.327, 1.562, -3.333)
F (0.544, 1.262, -5.289)
F (0.234, -0.426, -3.981)
C (1.506, 0.524, 4.349)
O (0.545, 1.563, 4.573)
C (-0.272, 1.845, 3.577)
O (-0.129, 1.487, 2.432)
O (-1.265, 2.601, 4.015)
C (-2.183, 3.061, 3.016)
H (1.013, -0.446, 4.416)
H (2.231, 0.613, 5.148)
H (1.981, 0.632, 3.377)
H (-1.649, 3.492, 2.173)
H (-2.761, 3.843, 3.499)
H (-2.840, 2.247, 2.719)
C (-4.942, -2.025, -0.340)
O (-3.835, -2.774, -0.833)
C (-2.693, -2.137, -0.928)
O (-2.468, -1.031, -0.477)
O (-1.842, -2.880, -1.602)
C (-0.440, -2.520, -1.497)
H (-5.829, -2.473, -0.768)
H (-4.878, -0.974, -0.634)
H (-4.947, -2.028, 0.750)
H (0.095, -3.450, -1.657)
H (-0.220, -2.090, -0.526)
H (-0.170, -1.862, -2.322)

---

Question: Among the records above, which one has the highest net charge?
Answer: C8H12F2IN2

---

Question: What is the net charge in the first record?
Answer: +1

---

Question: Which formula does entry 3 have?
Answer: C8H12F6NO10RbS2

---

Question: Which value of net charge does entry 3 give?
Answer: 0